ORCA calculation (the ωB97M-V functional and the def2-TZVPD basis) on a single C4H10Se molecule.

Positions of all 15 atoms, in Å:
C 0.342 0.607 1.931
C -0.723 -0.328 -1.851
C -0.564 0.421 0.725
C 0.199 0.242 -0.633
Se 1.840 -0.873 -0.489
H 0.972 -0.404 1.925
H 1.158 1.421 1.881
H -0.156 0.553 2.932
H -0.776 -1.455 -1.680
H -1.733 0.220 -2.079
H 0.023 -0.276 -2.754
H -1.077 1.335 0.737
H -1.265 -0.343 0.927
H 0.607 1.137 -1.062
H 1.154 -2.255 -0.511

Its max |F| is 4.2 eV Å⁻¹. Its electronic energy is -2559.77298 Ha. The LUMO energy comes out at 0.9 eV. Its SMILES is CC[C@H](C)[SeH].



ORCA calculation (the ωB97M-V functional and the def2-TZVPD basis) on a molecular structure, C4H11AgO3.

Positions of all 19 atoms, in Å:
C -0.551 0.099 2.741
H -0.695 -0.680 3.514
H -0.769 1.038 3.284
H -1.348 -0.110 2.000
O 0.855 -0.082 2.245
Ag 2.033 -1.612 1.906
H 0.832 0.867 1.062
O 0.398 1.705 0.564
C 0.857 -1.148 -2.585
O 0.685 0.058 -1.888
C -0.467 0.072 -1.080
C -0.596 1.406 -0.375
H 1.805 -1.087 -3.134
H 0.910 -2.015 -1.902
H 0.021 -1.319 -3.286
H -0.408 -0.742 -0.331
H -1.373 -0.096 -1.693
H -1.599 1.438 0.089
H -0.590 2.208 -1.131

Its max |F| is 5.0 eV Å⁻¹. The charge is -1. Its electronic energy is -531.60481 Ha. As for the spin multiplicity: 2. Its expectation value of S² is 0.75. The LUMO energy (spin up / spin down) comes out at 3.7 / 3.6 eV.



ORCA calculation (the ωB97M-V functional and the def2-TZVPD basis) on a gas-phase ion, C4H11BN (charge +1).

Positions of all 17 atoms, in Å:
B 0.051 -0.562 0.929
C 0.657 -1.056 -0.533
C 0.012 -1.178 2.375
C 0.789 0.413 -1.297
C -0.509 1.143 -1.172
N -0.870 0.766 0.287
H -0.534 -2.043 2.495
H 1.553 -1.774 -0.606
H -0.292 -1.358 -1.169
H 0.212 -0.627 3.302
H 1.059 -1.765 2.530
H 1.564 0.932 -0.830
H 0.995 0.304 -2.342
H -0.352 2.189 -1.223
H -1.311 0.788 -1.840
H -1.826 1.018 0.695
H -0.253 1.398 0.810

Its max |F| is 5.4 eV Å⁻¹. The charge is +1. Its electronic energy is -238.31721 Ha. The LUMO energy comes out at -4.2 eV. Its SMILES is CB1CCC[NH2+]1.



ORCA calculation (the ωB97M-V functional and the def2-TZVPD basis) on a molecular structure, C4H11BrCuNO.

Positions of all 19 atoms, in Å:
Cu -0.670 -5.292 -0.875
Br -2.436 -4.048 -2.293
C -1.295 -0.578 -0.880
C -0.075 -0.033 -0.200
C -0.249 1.274 0.637
O 0.890 1.746 1.286
C 2.112 2.107 0.481
N 0.240 -0.963 0.830
H -1.616 -0.102 -1.807
H -2.177 -0.412 -0.261
H -1.261 -1.667 -0.915
H 0.725 0.040 -0.936
H -1.064 1.100 1.341
H -0.751 1.984 -0.020
H 2.144 1.518 -0.435
H 2.975 1.947 1.127
H 2.072 3.100 0.035
H -0.504 -1.194 1.472
H 0.940 -0.526 1.412

Its max |F| is 3.1 eV Å⁻¹. Its electronic energy is -4503.32119 Ha. As for the spin multiplicity: 3. Its expectation value of S² is 2.01. The LUMO energy (spin up / spin down) comes out at 0.6 / -4.1 eV.